Record 1
16
Properties=species:S:1:pos:R:3:forces:R:3 method="wB97M-V/def2-TZVPD" homo_lumo_gap_ev=6.347 homo_ev=-7.5 energy_ev=-8417.491 relative_energy_kcal_mol=173.64
C -0.505211 -1.499444 -1.083863 0.1 -5.1 -5.1
C -0.149251 -1.799940 -2.466046 -1.2 2.5 4.3
C 0.377260 0.738130 -0.724342 2.5 1.6 4.5
C -0.095441 -0.509956 -0.190386 -0.8 2.0 1.2
C -0.448537 -0.538246 1.212494 1.3 3.0 -2.9
C -0.063123 0.811120 1.803753 -4.1 -4.8 -0.4
C 1.151180 1.418660 1.527334 1.8 2.4 -1.1
C 0.228710 1.762779 0.501914 -1.0 0.3 0.5
H -1.212447 -2.221479 -0.624773 0.7 0.1 -0.3
H -0.565868 -2.726553 -2.931960 0.6 1.3 0.3
H 0.357442 -0.925560 -2.987565 -0.4 -1.8 0.2
H 1.425726 0.960857 -1.176632 -2.1 -1.1 0.0
H -0.798989 -1.427909 1.703650 -0.6 0.2 0.2
H -0.797125 1.130598 2.614640 1.6 -0.3 -0.5
H 1.493475 2.129823 2.239321 0.9 0.7 0.2
H -0.397801 2.697119 0.582459 0.7 -0.9 -0.9

Record 2
92
Properties=species:S:1:pos:R:3:forces:R:3 method="wB97M-V/def2-TZVPD" multiplicity=2 homo_lumo_gap_ev="5.584 / 5.546" homo_ev="-1.7 / -1.7" charge=-2 s_squared=0.75 energy_ev=-125190.240 relative_energy_kcal_mol=59.97
Cu -1.229365 1.408060 0.769196 0.4 0.4 0.5
C 1.539948 1.191834 -2.682185 0.0 1.3 -0.1
C 0.919522 1.368941 -1.318355 0.1 1.4 -0.3
N -0.359386 1.385052 -1.187863 -0.2 2.4 -0.1
N -1.095276 1.175255 -2.345391 -0.2 1.6 -0.3
C -2.171007 1.906441 -2.421960 -0.1 0.1 0.0
S -2.727491 3.163614 -1.445969 0.0 0.0 -0.2
S -3.158353 1.406059 -3.883710 -0.1 0.1 0.1
C -2.164148 2.197365 -5.184002 0.0 -0.1 0.0
C -2.183900 3.698361 -5.170143 -0.1 0.0 0.0
C -3.131010 4.397863 -5.914223 0.0 0.0 0.0
C -3.168975 5.784496 -5.903088 0.0 0.0 0.0
C -2.260285 6.497156 -5.130828 0.0 0.0 0.0
C -1.323459 5.809670 -4.371701 0.0 0.0 0.0
C -1.287270 4.422481 -4.392850 0.0 0.0 0.0
C 1.798499 1.631820 -0.160784 0.2 0.4 -0.1
C 3.124416 1.191566 -0.163792 0.2 0.8 0.0
C 4.033996 1.551961 0.814038 -0.1 0.2 -0.1
C 3.608354 2.405364 1.838123 -0.1 0.0 0.0
C 2.301677 2.834766 1.894965 0.2 0.0 0.1
C 1.336423 2.440757 0.928339 -0.4 -0.1 -0.1
O 0.112450 2.820219 1.045320 0.6 0.3 0.1
H 1.014651 0.406476 -3.227414 0.4 1.6 0.1
H 2.600900 0.967117 -2.620569 -0.1 0.1 -0.1
H 1.427094 2.111254 -3.256412 -0.1 0.3 0.1
H -2.609969 1.833147 -6.112098 0.1 0.0 0.0
H -1.149274 1.806458 -5.100223 0.0 0.1 0.0
H -3.856886 3.841885 -6.498357 0.0 0.0 0.0
H -3.914147 6.309489 -6.489383 0.0 0.0 0.0
H -2.294159 7.580025 -5.109303 0.0 0.0 0.0
H -0.633144 6.350232 -3.735650 0.0 0.0 0.0
H -0.573726 3.890251 -3.780358 0.1 0.0 0.1
H 3.453390 0.521229 -0.950833 0.0 0.4 0.0
H 5.051094 1.179216 0.785705 0.0 0.0 0.0
H 4.312324 2.729280 2.598910 0.0 0.0 0.0
H 1.948572 3.461208 2.705841 0.0 0.0 0.0
C 0.841507 -5.643412 -1.426054 0.0 0.0 0.0
O 0.382332 -4.775134 -0.415746 0.0 -0.1 0.0
C 1.092687 -4.724464 0.750096 0.0 0.0 0.0
C 2.094659 -5.609895 1.096246 0.0 0.0 0.1
C 2.779488 -5.450708 2.303235 0.0 0.0 0.0
C 2.450206 -4.396921 3.133466 0.0 0.0 0.0
C 1.437164 -3.504450 2.787667 0.0 0.0 0.0
C 0.732838 -3.657273 1.599376 0.1 0.0 0.0
N -0.294700 -2.829946 1.167762 -0.2 0.1 0.2
C -0.388727 -1.459586 1.537451 0.6 -0.1 0.2
N -0.737962 -1.262433 2.823542 -0.4 -0.4 0.1
C -1.026873 -0.040007 3.473289 0.3 0.0 0.0
C -1.226542 1.141150 2.789377 -0.2 0.6 -0.2
C -1.467594 2.279823 3.573091 -0.1 -0.1 0.2
C -1.523283 2.235100 4.955602 0.0 -0.1 0.0
C -1.333343 1.020437 5.624394 0.0 0.1 -0.1
C -1.082235 -0.109315 4.871116 0.0 0.0 0.1
O -0.855786 -1.362684 5.423995 -0.1 -0.1 0.0
C -1.335422 -1.570399 6.730087 0.0 0.0 0.0
N -0.098843 -0.515547 0.730251 -0.2 -0.3 -0.5
C 0.427149 -0.856377 -0.525575 0.5 -2.0 0.1
C -0.346619 -0.896930 -1.672739 -0.2 -2.5 0.1
C 0.227013 -1.186638 -2.910165 -0.4 -1.6 0.4
C 1.586311 -1.423564 -3.002758 0.1 -1.7 0.5
C 2.382615 -1.403614 -1.854131 -0.2 -0.6 -0.3
C 1.800609 -1.142529 -0.622053 -0.4 -0.8 0.0
O 2.466213 -1.164609 0.564841 0.1 -0.5 0.1
C 3.805690 -1.589001 0.555598 0.0 -0.2 -0.1
H 0.249067 -5.424666 -2.310042 0.0 0.0 0.0
H 0.703984 -6.692344 -1.145728 0.0 0.0 0.0
H 1.897590 -5.466034 -1.647222 0.0 0.0 0.0
H 2.352930 -6.425121 0.434246 0.0 0.0 0.0
H 3.566257 -6.144588 2.570860 0.0 0.0 0.0
H 2.982592 -4.250934 4.065426 0.0 0.0 0.0
H 1.212712 -2.666461 3.434739 0.0 0.0 0.0
H -0.533363 -2.975501 0.197548 0.1 0.0 -0.1
H -0.955643 -2.090740 3.353072 -0.1 0.0 -0.1
H -1.629459 3.227380 3.069739 0.1 0.0 0.0
H -1.719398 3.135954 5.528383 0.0 0.0 0.0
H -1.364805 0.972812 6.704305 0.0 0.0 0.0
H -1.300404 -2.643358 6.911711 0.0 0.0 0.0
H -2.364437 -1.215467 6.835284 0.0 0.0 0.0
H -0.712350 -1.065733 7.475494 0.0 0.0 0.0
H -1.405160 -0.672507 -1.588421 0.3 -0.6 0.0
H -0.395380 -1.189224 -3.796462 0.0 0.1 0.0
H 2.045253 -1.616079 -3.965856 0.0 0.1 0.0
H 3.445560 -1.587087 -1.933879 0.0 0.0 0.0
H 4.100133 -1.690109 1.597128 0.0 0.0 0.0
H 4.458209 -0.856000 0.068996 0.0 -0.2 0.1
H 3.918055 -2.556567 0.054498 -0.1 -0.1 0.0
B -5.196345 -0.966170 0.922183 0.0 0.0 0.0
C -3.948613 0.005675 0.762239 -0.1 0.0 -0.1
N -3.025926 0.686033 0.635413 -0.5 -0.6 -0.2
H -6.206788 -0.297232 1.051773 0.0 0.0 0.0
H -4.999251 -1.655003 1.911037 0.0 0.0 0.0
H -5.255661 -1.658403 -0.080715 0.0 0.0 0.0

Record 3
25
Properties=species:S:1:pos:R:3:forces:R:3 method="wB97M-V/def2-TZVPD" homo_lumo_gap_ev=6.194 homo_ev=-6.5 energy_ev=-24179.954 relative_energy_kcal_mol=8.57
O 0.687927 0.658883 1.070336 -0.6 0.5 0.1
O 1.301743 -1.400478 0.501320 0.1 -0.2 -0.1
C 0.114808 -1.930976 1.092618 -0.3 0.0 0.0
C 0.314481 -2.174555 2.582080 0.5 0.1 0.0
O -0.838041 -2.791180 3.147350 -0.3 -0.1 0.2
C 1.517755 -0.056115 0.470395 0.7 0.2 0.2
H -0.734428 -1.255907 0.924184 0.2 -0.1 0.1
H -0.077026 -2.884139 0.584156 0.1 0.2 0.2
H 0.437862 -1.224506 3.114628 -0.1 -0.2 -0.2
H 1.199246 -2.801438 2.747203 -0.2 0.1 -0.1
O -1.977957 -4.614128 3.644074 -0.2 -0.5 0.1
O -0.020060 -4.837855 2.646729 0.3 -0.6 -0.1
C -0.933630 -4.132404 3.140111 -0.2 0.3 0.0
O 0.557999 3.713877 -1.849348 0.1 0.8 0.4
C 0.979382 2.584748 -2.386382 1.5 -4.1 3.2
C -0.615040 4.189234 -2.533002 0.0 0.2 -0.1
O 1.709949 1.754763 -1.731748 -2.2 4.0 -3.2
O 0.338617 2.300149 -3.498268 0.2 -0.3 -0.6
C -0.649241 3.307775 -3.787198 0.0 0.1 -0.1
H -0.474935 5.252635 -2.747175 -0.1 -0.2 0.0
H -1.479331 4.046052 -1.875538 0.2 0.0 -0.1
H -0.344939 3.835440 -4.697225 -0.1 -0.1 0.2
H -1.611314 2.809865 -3.940510 0.3 0.1 0.0
Li 1.762566 1.991679 0.184870 0.0 -1.1 0.1
Li -1.166393 -6.341419 3.196338 0.1 1.0 0.0

Record 4
23
Properties=species:S:1:pos:R:3:forces:R:3 method="wB97M-V/def2-TZVPD" homo_lumo_gap_ev=4.342 homo_ev=0.2 charge=-2 energy_ev=-42351.875
C 0.864527 3.345739 -0.163418 -0.3 0.4 -0.2
C 0.609264 2.321186 0.384218 0.4 -0.9 0.7
C 0.285831 1.034650 1.021090 -0.8 0.6 -0.9
C -0.248662 0.043945 -0.037963 -0.5 -0.5 1.0
C 0.658163 -1.145897 -0.332380 0.0 0.5 -0.7
C 2.170234 -0.859780 -0.335516 -0.8 -0.3 0.2
S 2.691851 0.164325 1.042159 1.6 -1.0 0.6
O 3.454952 -0.669178 1.920956 -0.4 -0.8 0.7
O 3.443727 1.309152 0.638593 -0.8 0.9 -0.8
O 1.355224 0.508969 1.841956 0.6 0.0 -0.8
H 0.915398 4.248174 -0.693406 0.3 0.5 -0.3
H -0.531365 1.245100 1.697805 0.0 -0.1 0.4
H -0.552219 0.593865 -0.917517 0.1 0.0 -0.2
H -1.179709 -0.378669 0.362919 -0.1 0.1 -0.5
H 0.398260 -1.983050 0.301868 0.2 0.0 0.4
H 0.398913 -1.471998 -1.335468 -0.1 -0.2 -0.1
H 2.677967 -1.807066 -0.193469 0.3 0.0 0.3
H 2.532887 -0.474388 -1.280165 -0.1 0.7 0.0
O -3.841551 0.226571 -0.379788 0.2 0.0 0.0
S -3.996065 -1.206304 -0.786925 -0.4 0.1 0.0
O -2.653280 -1.864640 -0.738980 0.5 -0.1 0.0
O -4.537339 -1.281255 -2.171862 0.1 0.0 0.0
O -4.917010 -1.899449 0.155292 0.1 0.0 0.0

Record 5
43
Properties=species:S:1:pos:R:3:forces:R:3 method="wB97M-V/def2-TZVPD" multiplicity=4 homo_lumo_gap_ev="3.116 / 3.532" homo_ev="-10.9 / -10.9" charge=+1 s_squared=3.81 energy_ev=-115631.297
V 2.147491 -3.292161 -0.741156 -2.7 1.3 1.1
Br -0.176539 -2.254321 0.435534 2.5 -1.3 -1.3
C 2.049881 1.830219 -2.680636 0.2 -1.3 -0.5
O 0.849631 1.066129 -2.617656 0.4 0.6 1.8
C -0.097639 1.745109 -1.801936 -1.6 -0.5 -0.2
C -1.390219 0.928159 -1.682946 0.4 0.2 -2.0
N -1.799309 0.599959 -3.100366 -0.7 -0.5 1.9
C -2.955109 -0.295901 -3.213766 -0.1 -0.6 -0.6
C -2.776949 -1.793911 -2.860546 -0.2 0.5 0.1
O -1.511929 -2.255711 -3.263996 0.1 -0.4 0.2
C -1.371619 -3.656881 -3.161056 1.3 0.6 -0.7
H 1.933791 2.682739 -3.349846 0.1 0.1 0.0
H 2.755671 1.100639 -3.077706 0.3 0.4 -0.4
H 2.467421 2.126559 -1.718376 -0.4 0.2 0.3
H -0.320599 2.692829 -2.292036 -0.3 0.2 -0.2
H 0.088791 2.011749 -0.761616 1.4 -0.3 0.1
H -2.070949 1.576379 -1.131096 -0.5 0.1 -0.1
H -1.300629 0.023329 -1.081826 0.4 -0.1 -0.3
H -2.128079 1.474279 -3.484526 0.2 0.2 -0.3
H -3.246699 -0.295381 -4.264036 0.2 0.1 -0.2
H -3.859339 0.067579 -2.725566 -0.1 0.0 0.6
H -3.552369 -2.359441 -3.377266 -0.2 0.1 -0.4
H -2.975499 -2.055741 -1.821266 0.3 0.4 0.5
H -0.421719 -3.839831 -3.663366 0.0 -0.2 -0.5
H -2.140989 -4.218391 -3.691036 -0.2 0.0 0.3
H -1.156139 -4.026321 -2.158466 -0.8 0.1 0.6
C 0.885491 2.524619 3.607764 0.2 0.5 0.3
C 1.167941 1.269009 2.847204 0.1 -0.2 -0.6
C 1.305421 -0.008231 3.697204 1.3 0.3 -0.2
O 2.356321 0.171329 4.633734 -0.5 0.1 -0.7
C 2.633811 -0.970031 5.397204 0.3 0.5 0.5
N 0.204341 1.124849 1.744004 -0.7 -0.6 0.6
H -0.154199 2.569679 3.931984 0.0 0.1 0.3
H 1.106761 3.392459 2.986474 -0.3 0.0 -0.2
H 1.587391 2.614299 4.436864 -0.3 -0.2 0.3
H 2.104911 1.466269 2.326354 0.5 -0.5 0.3
H 1.632371 -0.780751 3.001204 -0.1 -0.5 -0.3
H 0.434831 -0.403591 4.220524 -0.6 0.4 -0.1
H 1.765951 -1.311161 5.961614 -0.2 0.1 0.3
H 3.421471 -0.595841 6.051174 -0.1 -0.6 0.3
H 2.982791 -1.843221 4.845974 0.2 0.0 -0.5
H 0.217131 0.174949 1.401054 0.9 -0.3 -0.6
H -0.693089 1.023699 2.196204 -0.8 0.8 0.2

Record 6
18
Properties=species:S:1:pos:R:3:forces:R:3 method="wB97M-V/def2-TZVPD" smiles="CC(I)=C=O.CC(C)=S" homo_lumo_gap_ev=7.296 homo_ev=-8.5 energy_ev=-27348.080 relative_energy_kcal_mol=33.32
C -0.554218 2.333018 -1.479535 1.4 -0.4 -0.2
C -1.116758 1.232169 -1.077385 -1.5 -1.9 -1.7
C 0.823043 0.105954 0.617815 1.5 -1.2 1.6
C -2.240312 0.921038 -0.182971 -2.7 1.9 -1.1
C 1.898214 0.221588 -0.363449 2.8 0.2 -3.9
C 0.508354 -1.358568 0.865500 2.3 -0.6 -0.7
O 0.255728 3.094381 -1.801437 -0.3 0.9 -0.1
S 0.450339 1.316700 1.615904 -0.4 0.1 0.4
I -1.026991 -0.244838 -2.848299 0.0 1.2 1.3
H -2.701030 1.761147 0.360999 0.6 0.6 -0.5
H -2.086653 0.310228 0.617530 1.2 -2.3 1.8
H -3.136931 0.545452 -0.710716 0.6 -0.1 -0.1
H 1.492900 0.197164 -1.484787 0.7 -0.3 2.3
H 2.691636 -0.630149 -0.304288 -1.7 1.0 0.0
H 2.583554 1.126631 -0.385820 -1.4 -0.6 0.6
H 0.659696 -1.980933 -0.028554 -0.7 0.4 -0.2
H -0.363952 -1.574231 1.370946 -2.2 -0.2 0.8
H 1.291400 -1.871137 1.494914 -0.3 1.2 -0.2